The following is a quantum chemistry calculation of a 2-piece molecular cluster, C10H21N2O2 overall at a distorted geometry, from the OMol25 dataset.

The net charge is +1. For the LUMO energy, the calculation gives -3.136 eV.

```
35
Properties=species:S:1:pos:R:3:forces:R:3:nbo_charge:R:1
C 4.1292 0.0811 0.7500 -4.638 0.084 -1.820 -0.22
C 2.9947 0.2038 0.0015 2.120 1.238 -1.606 -0.13
C 1.6387 0.0105 0.4589 -1.866 -0.391 0.949 0.66
C 3.1788 0.6680 -1.4724 0.662 1.540 1.565 -0.67
C -0.8277 -3.0113 -0.3858 -0.214 1.637 -0.701 -0.68
C -1.4126 0.7200 1.7032 1.993 2.272 0.353 -0.45
C -1.2101 2.3803 -0.1624 1.038 -1.568 1.823 -0.40
C -3.0473 0.7586 -0.0251 -1.612 0.570 0.922 -0.41
C -1.0726 -2.0304 0.7617 4.743 1.573 -3.496 -0.29
C -0.8316 -0.1195 -0.4292 1.414 -1.330 2.203 0.60
N 0.6120 0.2267 -0.5029 0.121 -0.730 0.624 -0.72
N -1.6277 0.9497 0.2689 1.446 -0.544 -0.335 -0.28
O 1.3496 -0.2668 1.5971 0.203 -0.247 1.012 -0.59
O -1.3375 -0.2344 -1.6772 0.088 0.465 0.461 -0.71
H 5.0482 0.3276 0.3921 2.398 0.625 -1.160 0.20
H 4.0490 -0.2696 1.7006 -0.149 -0.910 2.697 0.21
H 4.0271 1.3887 -1.3935 -0.711 -0.472 -0.696 0.25
H 2.3698 1.0985 -2.0935 0.316 0.028 0.870 0.22
H 3.5008 -0.1952 -1.9479 0.872 -1.485 -1.429 0.23
H -0.1418 -2.5984 -1.1616 -0.470 -0.233 0.258 0.19
H -1.6708 -3.5282 -0.8401 -0.484 0.811 -0.142 0.24
H -0.3019 -3.8207 -0.0404 1.680 -1.995 1.178 0.25
H -1.7993 -0.1587 2.0854 -1.410 -1.782 0.075 0.23
H -0.2984 0.5128 1.7956 -1.295 1.271 0.721 0.29
H -1.9532 1.5636 2.1699 1.090 -0.260 0.416 0.22
H -1.7304 2.5779 -1.0109 -1.515 0.806 -2.372 0.22
H -1.2813 3.1358 0.5790 -1.260 0.242 1.119 0.24
H -0.1718 2.4782 -0.3422 1.128 -0.866 -0.543 0.25
H -3.1921 1.1447 -1.0675 -0.552 -0.908 1.088 0.25
H -3.4246 -0.3189 0.2468 0.944 2.164 -0.931 0.25
H -3.4461 1.4851 0.7521 -0.538 -0.910 -1.311 0.22
H -2.0279 -2.1049 1.0686 -3.042 0.294 1.591 0.18
H -0.1952 -1.9921 1.4909 -1.697 0.235 -0.944 0.25
H 1.0824 0.0108 -1.3598 -0.871 0.267 -1.092 0.41
H -0.9784 -1.0735 -1.9098 0.069 -1.493 -1.345 0.50
```
Positions in Å, forces in eV/Å.



The following is a quantum chemistry calculation of a 2-piece molecular cluster, C10H21N2O3 overall at a distorted geometry, from the OMol25 dataset.

The net charge is +1. For the LUMO energy, the calculation gives -3.146 eV.

```
36
Properties=species:S:1:pos:R:3:forces:R:3:nbo_charge:R:1
C -0.9295 -1.0645 2.6049 -1.833 -0.485 -1.487 -0.72
C -0.4973 -0.7077 1.0339 5.805 0.129 1.237 0.79
O 0.8122 -0.6039 0.8014 -8.540 -0.004 0.368 -0.59
O -1.5903 -0.4944 0.0776 3.524 1.308 0.532 -0.53
C -1.1739 0.2710 -1.1049 -1.006 -2.048 -2.087 0.06
N -1.2868 1.7996 -0.9194 0.346 -0.765 -0.943 -0.41
C -2.5161 2.2141 -0.1408 -2.585 0.976 1.364 -0.27
C -2.2764 2.4871 1.4557 -1.547 0.236 0.633 -0.26
N -1.1181 3.4157 1.7444 -0.048 -2.270 -0.223 -0.62
C 0.0974 2.7347 1.1558 1.520 0.522 0.753 -0.27
C 0.0128 2.4107 -0.4461 2.299 1.716 0.984 -0.27
H -1.1401 -0.0620 3.1869 0.706 -2.060 -1.206 0.25
H -0.1734 -1.7837 3.1349 -1.212 1.786 -1.334 0.28
H -1.9673 -1.6367 2.5167 2.131 1.253 0.357 0.25
H -0.1355 -0.0521 -1.5627 -1.871 0.861 1.429 0.28
H -1.9755 0.0235 -1.9550 1.598 0.399 2.140 0.23
H -1.4354 2.1639 -1.9090 0.283 -0.681 1.497 0.46
H -2.9514 3.2009 -0.6423 1.193 -2.067 1.124 0.26
H -3.3722 1.3881 -0.2293 2.151 1.718 0.014 0.27
H -2.2292 1.4848 2.0872 0.026 1.758 -1.614 0.19
H -3.2543 3.0482 1.8481 1.989 -1.346 -1.078 0.25
H -0.9767 3.3379 2.7967 -0.253 0.492 -1.775 0.38
H 0.3514 1.8216 1.8421 -0.266 1.205 -1.815 0.21
H 1.0012 3.5025 1.2930 -1.854 -1.814 -0.544 0.25
H 0.1460 3.4284 -1.0147 -0.430 -1.924 1.147 0.25
H 0.9362 1.7300 -0.7474 -2.224 1.286 0.656 0.28
C 3.4188 -4.0925 -2.5762 -0.085 0.181 -0.531 -0.72
C 2.4881 -3.0199 -2.0769 -0.530 0.747 -0.885 0.60
O 1.9328 -2.2441 -2.8532 0.478 -0.719 0.931 -0.57
C 2.2631 -2.9331 -0.5910 -0.376 0.370 -0.133 -0.73
H 3.4855 -4.0358 -3.6679 -0.025 -0.002 0.259 0.24
H 4.4168 -3.9432 -2.1566 -0.097 -0.186 0.111 0.24
H 3.0331 -5.0771 -2.3001 0.185 0.045 0.140 0.24
H 3.2095 -2.7322 -0.0830 -0.059 -0.213 0.059 0.24
H 1.8258 -3.8661 -0.2265 0.247 -0.040 0.067 0.23
H 1.5690 -2.1136 -0.3764 0.359 -0.363 -0.147 0.24
```
Positions in Å, forces in eV/Å.



The following is a quantum chemistry calculation of a 2-piece molecular cluster, C10H21N4O overall at a distorted geometry, from the OMol25 dataset.

The net charge is +1. For the LUMO energy, the calculation gives -3.718 eV.

```
36
Properties=species:S:1:pos:R:3:forces:R:3:nbo_charge:R:1
C -1.4633 -0.0292 0.5465 -1.354 -4.354 -2.154 0.43
C 1.1508 1.0129 -1.0780 3.917 -0.652 -0.196 0.57
C -1.9602 -1.2469 0.2882 0.202 0.202 0.382 0.07
C 1.8604 -0.0127 -0.0906 -1.350 0.070 -1.233 -0.02
C -3.4180 -1.4959 -0.1388 0.735 -1.246 2.833 -0.64
C -1.0136 -2.4144 0.6252 0.180 1.629 -0.133 -0.64
C 0.5167 0.9709 2.5245 -2.393 -2.417 0.059 -0.64
C -1.5178 3.3908 -1.0532 2.215 0.362 1.226 -0.62
C -0.5065 1.6533 1.6030 0.613 1.999 3.761 -0.25
C -0.8851 2.1876 -1.6907 0.460 2.080 -2.490 -0.24
N -0.7342 0.9588 0.3888 -0.222 -0.014 0.367 -0.13
N -0.1533 1.3441 -0.7962 1.099 0.210 -1.045 -0.30
N 2.5594 -0.8512 -0.7897 0.406 -0.794 0.972 -0.71
N 4.0673 -3.2491 -0.5868 0.873 -0.071 -2.588 -1.09
O 1.8432 1.5077 -1.9812 -2.184 -0.544 1.254 -0.58
H -4.0527 -1.2940 0.7590 0.253 0.446 -0.900 0.26
H -3.5661 -0.8620 -0.9513 -1.036 0.887 -1.334 0.24
H -3.6620 -2.5633 -0.3177 0.715 0.681 -0.384 0.26
H -1.1943 -2.7624 1.6089 -0.104 -0.032 1.239 0.25
H -1.0543 -3.2871 0.0448 -0.984 -0.912 -1.445 0.25
H 0.0103 -2.1115 0.5006 0.557 0.454 0.465 0.24
H 0.1076 0.1215 3.2170 0.715 0.988 -1.963 0.22
H 1.3557 0.7888 1.9194 0.913 -1.398 -0.491 0.26
H 0.9066 1.5987 3.2159 0.630 2.685 2.204 0.23
H -0.6191 3.9175 -0.6449 -0.895 -0.040 0.298 0.21
H -1.9211 4.1275 -1.7392 -0.662 -0.471 -0.084 0.25
H -2.1331 3.0280 -0.2362 -0.624 0.755 0.039 0.20
H -1.4635 1.7749 2.1560 0.469 0.020 -0.671 0.23
H -0.0844 2.6353 1.4484 -0.244 0.343 -0.643 0.24
H -1.6127 1.6381 -2.2226 -0.887 -1.040 -0.590 0.19
H -0.1856 2.6151 -2.4994 -0.593 -1.226 1.409 0.27
H 2.7885 -0.7442 -1.7825 -0.427 0.107 -0.020 0.39
H 3.0049 -1.7204 -0.3405 -0.269 1.424 -0.888 0.45
H 3.9392 -3.8797 -1.4436 0.387 1.420 1.451 0.38
H 4.0504 -3.8884 0.1589 0.062 -0.913 1.378 0.37
H 5.0401 -2.8591 -0.6222 -1.173 -0.638 -0.086 0.39
```
Positions in Å, forces in eV/Å.



The following is a quantum chemistry calculation of an isolated ion of composition C10H21N4O and charge +1 at a distorted geometry, from the OMol25 dataset.

The net charge is +1. For the LUMO energy, the calculation gives -4.220 eV.

```
36
Properties=species:S:1:pos:R:3:forces:R:3:nbo_charge:R:1
C 1.5835 1.7781 0.1266 2.020 -0.503 0.215 -0.27
C 1.6908 0.4196 0.2349 -1.740 1.160 -0.068 -0.05
C -1.1946 0.8279 -0.7457 0.565 0.238 -2.536 0.29
C -1.1798 0.2227 1.5457 1.051 0.170 0.729 -0.47
C 4.1521 0.6001 1.0362 -4.471 3.112 0.470 -0.40
C 3.4225 -0.1947 -1.1398 0.572 1.642 -1.503 -0.43
C 2.7972 -1.5094 0.7742 0.142 -0.833 2.848 -0.42
C -5.1582 0.8274 -0.4277 0.991 2.200 0.820 -0.27
C -2.1711 -1.3052 -0.2330 -0.776 4.115 -1.316 -0.22
C -3.5009 -0.7911 -0.8670 -0.026 -2.792 0.679 -0.07
N 0.4830 2.5131 -0.1236 -1.367 0.663 -0.886 -0.09
N -0.6712 2.0822 -0.4810 2.540 -2.071 2.102 -0.26
N -1.4430 -0.0288 0.1268 0.242 -0.653 2.576 -0.29
N 3.0705 -0.1344 0.2927 -1.106 0.177 -0.983 -0.32
O -3.9205 0.2051 -0.0027 -2.150 0.438 -0.052 -0.56
H 2.4696 2.4516 0.1665 -0.782 -0.245 0.111 0.18
H -0.4625 0.9851 1.7390 0.355 1.388 -0.924 0.23
H -2.0155 0.5336 2.1230 -1.221 -0.373 0.176 0.24
H -0.5573 -0.4911 2.0689 -0.634 -1.458 -0.329 0.24
H 4.1530 1.6513 0.4774 0.510 -2.231 1.892 0.24
H 3.7829 0.5766 2.1197 0.730 0.734 -1.482 0.23
H 5.0244 0.0947 0.9766 2.861 -1.509 -0.472 0.22
H 4.4271 -0.5109 -1.2142 1.045 -1.034 -0.113 0.22
H 2.7353 -0.7850 -1.6960 -0.454 -0.820 -0.114 0.24
H 3.4462 0.7807 -1.7081 -0.365 -0.520 1.353 0.24
H 2.4418 -1.4329 1.8633 0.153 0.249 -1.563 0.23
H 1.9287 -1.9975 0.2192 1.868 0.616 0.412 0.27
H 3.7839 -1.9904 0.9580 -0.695 -0.432 -1.035 0.22
H -5.2564 1.7112 0.2307 -0.070 -0.595 0.104 0.20
H -6.0944 0.2871 -0.3512 0.266 -0.774 -0.091 0.20
H -5.0450 1.3448 -1.3893 0.033 -0.784 -0.307 0.18
H -2.3870 -1.7696 0.6633 -0.072 -1.421 1.614 0.22
H -1.5417 -1.7392 -0.9412 0.757 -1.511 -0.877 0.23
H -4.2060 -1.7665 -0.7969 1.157 2.298 -0.865 0.19
H -3.2948 -0.3468 -1.8569 -0.401 -0.716 0.069 0.20
H -1.2781 2.7838 -0.7445 -1.527 2.076 -0.654 0.42
```
Positions in Å, forces in eV/Å.



The following is a quantum chemistry calculation of C10H21N5O3Ti as an isolated structure at a distorted geometry, from the OMol25 dataset.

The net charge is +2. For the LUMO energy, the calculation gives -8.106 eV.

```
40
Properties=species:S:1:pos:R:3:forces:R:3:nbo_charge:R:1
Ti 0.0918 0.2507 0.6312 1.265 -0.897 -0.807 1.70
N 1.8319 -0.0407 1.9067 -0.010 -0.335 0.464 -0.81
C 1.6996 -1.4525 2.3858 -0.226 -0.285 0.446 -0.33
C 0.2300 -1.6142 2.7842 0.526 -0.205 0.187 0.66
O -0.1287 -2.1201 3.8052 -0.093 0.042 -0.087 -0.47
N -0.5948 -0.9923 1.8545 -0.425 -0.516 0.569 -0.69
C -1.8439 -0.4255 2.3592 -0.018 0.154 0.017 -0.37
C -1.7474 1.0987 2.1194 -1.427 -0.117 0.458 0.74
O -2.6676 1.8508 2.0882 0.295 -0.087 0.010 -0.46
O -0.4790 1.4517 1.7823 -0.132 1.775 0.822 -0.68
H 1.5756 0.5599 2.6910 0.108 0.057 0.072 0.43
H 2.8141 0.1636 1.7435 0.023 0.036 -0.257 0.42
H 1.9704 -2.1560 1.5976 0.040 0.048 -0.042 0.23
H 2.3133 -1.6572 3.2608 0.093 0.038 -0.058 0.27
H -2.7392 -0.7916 1.8570 -0.001 -0.014 -0.006 0.25
H -1.9610 -0.6481 3.4239 0.045 0.016 0.019 0.31
C 1.3725 1.3725 -1.8691 -0.199 0.255 -0.041 -0.25
C 0.3407 2.3517 -1.3223 0.236 -0.102 -0.236 -0.25
N -0.8212 1.5897 -0.7989 -0.284 0.338 -0.355 -0.63
C -1.6688 0.9468 -1.8394 -0.066 -0.278 -0.020 -0.25
C -2.0072 -0.4590 -1.3624 -0.034 0.244 -0.174 -0.24
N -0.7679 -1.0959 -0.8337 -0.306 -0.152 -0.609 -0.64
C 0.2140 -1.4760 -1.8909 0.238 0.076 -0.039 -0.25
C 1.6263 -1.0811 -1.4604 -0.253 -0.242 -0.249 -0.24
N 1.6124 0.2850 -0.8651 0.444 0.097 -0.623 -0.64
H 2.2981 1.8988 -2.0963 0.038 -0.051 0.014 0.26
H 1.0251 0.9295 -2.8001 0.039 -0.058 0.006 0.22
H 0.0468 3.0500 -2.1081 -0.059 0.061 0.070 0.26
H 0.7628 2.9353 -0.5000 -0.062 0.011 0.026 0.24
H -1.4013 2.2430 -0.2736 -0.006 -0.007 0.032 0.44
H -1.1349 0.9215 -2.7874 0.029 0.048 0.007 0.22
H -2.5848 1.5118 -2.0043 0.031 0.069 0.006 0.26
H -2.4562 -1.0478 -2.1638 0.008 -0.051 0.030 0.25
H -2.7301 -0.4006 -0.5461 0.006 -0.086 0.025 0.23
H -1.0548 -1.9415 -0.3531 0.051 -0.033 0.151 0.44
H -0.0541 -0.9904 -2.8273 -0.038 0.027 0.024 0.22
H 0.1856 -2.5484 -2.0786 -0.062 -0.009 0.000 0.26
H 2.2955 -1.1335 -2.3212 0.085 0.039 0.063 0.26
H 2.0020 -1.7821 -0.7124 0.027 0.067 0.054 0.22
H 2.5343 0.4434 -0.4758 0.074 0.025 0.030 0.42
```
Positions in Å, forces in eV/Å.



The following is a quantum chemistry calculation of a 3-piece molecular cluster, C10H21NO overall at a distorted geometry, from the OMol25 dataset.

For the LUMO energy, the calculation gives -0.695 eV.

```
33
Properties=species:S:1:pos:R:3:forces:R:3:nbo_charge:R:1
C 2.8862 -0.9444 -0.3257 1.563 4.132 10.001 -0.23
C 2.1797 0.5009 0.0416 -0.417 2.592 0.574 0.09
C 0.4979 0.5076 0.0330 2.761 -2.273 2.154 -0.34
C 0.0251 -0.8093 0.9170 0.433 -1.325 -1.459 -0.40
C -0.6875 -2.0175 0.0120 0.207 -1.693 2.310 -0.45
C -2.1389 -1.6463 0.1209 -3.950 -0.846 -0.983 -0.38
C -2.5313 -0.5190 -0.9766 -0.167 -0.704 1.518 -0.44
C -2.7151 0.9690 -0.3305 1.476 0.602 -3.565 -0.39
C -1.4011 2.2391 0.0418 -2.624 -0.889 0.489 -0.41
C -0.1042 1.7553 0.8859 -0.800 -1.140 0.001 -0.45
H 4.7826 -0.2161 -1.3718 -1.238 -1.284 5.154 0.34
H 4.5431 -0.0708 0.9453 -0.810 -2.200 -4.718 0.38
H 2.6195 -1.5744 0.7388 0.145 1.049 -3.536 0.18
H 2.5279 -1.2186 -1.2003 -1.075 -2.023 -4.121 0.19
H 2.6169 0.9717 1.1290 -1.342 -1.951 -2.488 0.17
H 0.9588 1.8565 -1.3252 4.563 -0.144 0.897 0.38
H 0.2029 0.1706 -1.0562 0.340 1.624 1.671 0.27
H -0.7660 -0.4796 1.6393 0.852 -0.552 -0.736 0.20
H 0.8938 -1.2587 1.5183 -1.240 0.956 -0.920 0.23
H -0.4829 -3.1880 0.3444 -0.311 3.176 -0.026 0.21
H -0.5936 -2.1597 -1.0620 1.223 0.796 -0.193 0.21
H -2.4234 -1.2036 1.1294 0.203 -1.010 -1.145 0.19
H -2.9566 -2.6013 -0.1148 2.514 2.476 0.811 0.20
H -3.4972 -0.8918 -1.3933 0.163 0.955 0.640 0.22
H -1.9217 -0.6941 -1.8654 0.593 0.736 0.161 0.20
H -3.0155 0.7689 0.6409 -1.325 -0.081 1.665 0.18
H -3.5507 1.3658 -1.0788 1.843 0.137 2.207 0.22
H -2.1027 3.0176 0.8286 2.220 -1.895 -3.068 0.23
H -1.0702 2.5765 -1.0854 -0.775 -0.120 3.179 0.22
H 0.4725 2.7006 1.1799 -0.121 -1.505 -1.259 0.25
H -0.1948 1.1891 1.9716 -0.660 1.978 -2.649 0.22
N 4.3631 -0.7846 -0.0923 1.084 2.659 -2.235 -0.83
O 2.5834 1.6887 -0.8396 -5.326 -2.234 -0.333 -0.67
```
Positions in Å, forces in eV/Å.



Summary of gap between HOMO and LUMO in eV
9.58 8.67 7.57 7.47 8.68 8.04
(order as listed above)
Summary of energy relative to the best compared isomer or geometry (same formula, charge and spin) in kJ/mol
442.5 400.2 515.6 840.2 42.5 1482.0
(order as listed above)